(1)
Density functional theory data (the ωB97M-V functional and the def2-TZVPD basis) for a molecular structure, C14H20N2O4PtS3.

The net charge is 0. As for the electronic energy: -61762.757 eV. Its HOMO energy (spin up / spin down) is -6.9 / -7.7 eV. The LUMO energy (spin up / spin down) is 0.200 / -2.227 eV. The spin multiplicity is 5. The calculation puts the orbital gap (spin up / spin down) at 7.08 / 5.50 eV.

Last column: Mulliken charge in e.
CARTESIAN COORDINATES (ANGSTROEM)
Pt -0.13973 1.08535 0.21571  1.88
S -2.51304 0.82413 0.40755  -0.37
S 0.83005 -2.57853 -0.63601  0.33
S -0.55253 3.52633 0.17614  -0.45
O 0.85583 0.55514 2.31295  -0.73
O 3.71698 0.13629 -0.99449  -0.63
O 0.21098 -1.38540 0.02641  -0.76
O 2.98722 0.12241 2.98863  -0.55
N 0.32863 0.82700 -2.10339  -0.68
N 2.02356 1.36762 -0.03403  -0.40
C 2.30388 -2.99778 0.35876  -0.41
C -3.09669 2.43646 0.32304  0.58
C -2.26615 3.58618 0.21270  0.61
C -0.33577 -4.94516 -1.41218  -1.07
C 1.74746 0.49996 -2.28625  -0.55
C -2.87475 4.85942 0.13826  -0.66
C 2.60539 0.64058 -1.02093  0.32
C 2.70997 1.65353 1.12364  -0.56
C -4.49825 2.61737 0.37329  -0.63
C 2.08841 0.59906 2.33889  0.75
C -5.05736 3.86367 0.30322  -0.53
C 2.02134 -3.08564 1.84980  -1.19
C -4.23567 4.99917 0.17853  -0.51
C -0.23348 -4.01447 -0.21056  -0.48
H -6.13273 3.97618 0.34834  0.36
H 2.95122 -2.96908 2.40398  0.35
H 0.65663 -5.20224 -1.78718  0.29
H 1.58022 -4.04178 2.12794  0.38
H 0.18879 -4.52270 0.65197  0.20
H -0.26979 0.05078 -2.34446  0.27
H 0.04793 1.65193 -2.61243  0.22
H -4.67822 5.98495 0.11898  0.36
H -1.19125 -3.57770 0.06647  0.40
H -0.84265 -5.86956 -1.13704  0.39
H -2.23679 5.72946 0.05485  0.40
H 3.78727 1.51719 1.07756  0.38
H 2.40633 2.60377 1.56641  0.33
H 2.20669 1.15007 -3.03224  0.42
H 1.86385 -0.52923 -2.62249  0.26
H 3.00376 -2.19398 0.13295  0.29
H 1.35115 -2.28421 2.16310  0.26
H -0.89245 -4.47710 -2.22384  0.31
H 2.69613 -3.92857 -0.05913  0.45
H -5.12238 1.73914 0.47660  0.39

(2)
Density functional theory data (the ωB97M-V functional and the def2-TZVPD basis) for a molecular structure, C14H20N2O5S at a distorted geometry.

The net charge is 0. As for the electronic energy: -38879.724 eV. Its HOMO energy is -8.7 eV. The calculation puts the relative energy (zero: lowest compared OMol25 entry of this formula, charge and spin) at 388.0 kcal/mol. The LUMO energy is 0.212 eV. The calculation puts the orbital gap at 8.90 eV.

Last column: Mulliken charge in e.
CARTESIAN COORDINATES (ANGSTROEM)
S 0.31553 1.17558 -0.99154  1.32
O -0.14852 0.18176 -1.87117  -0.68
O -5.78201 -0.46777 -0.65261  -0.36
O 5.76270 0.34554 0.64803  -0.39
O 4.47627 -1.52348 -0.59586  -0.36
O 0.07489 2.65199 -1.32639  -0.77
N -3.28460 0.42134 0.27236  -0.12
N -0.52039 0.84731 0.45957  -0.39
C 6.23762 -0.91673 0.59321  -0.16
C 5.92511 -1.26997 -0.71322  -0.47
C -3.41568 -0.08488 -1.13434  -0.66
C -5.54874 -0.46563 0.70179  -0.65
C 3.86681 1.76326 0.60393  -0.64
C -2.55819 -0.68031 1.31344  -1.21
C 3.88324 -0.22506 -0.52915  0.43
C -4.61661 0.71684 0.88206  -0.59
C -4.58401 -0.90596 -1.35892  -1.17
C 2.53073 -0.38880 -0.87323  -1.50
C 4.41915 0.58062 0.34477  0.28
C 2.53212 2.09312 0.09021  -0.88
C -1.05192 -0.57591 0.76578  -0.48
C 1.96021 0.99221 -0.55527  0.32
H 5.73106 -1.32453 1.49918  0.27
H -0.43085 -0.88071 1.66852  0.32
H 6.31977 -0.85463 -1.73781  0.25
H -0.84523 -0.88244 -0.45220  0.40
H -5.17904 -1.23599 1.16572  0.51
H 1.95481 2.86760 0.22453  0.76
H -3.79489 1.00162 -1.62873  0.25
H 6.23462 -2.45102 -0.82022  0.28
H -2.46196 -0.09017 -1.43019  0.75
H -2.65600 -0.16498 2.35434  0.44
H 1.86856 -0.89515 -1.19249  1.26
H -4.48531 0.90097 2.16908  0.22
H -4.96954 1.61217 0.42484  0.43
H 7.43407 -0.86617 0.86348  0.20
H -2.81643 -1.48177 1.11761  0.73
H -4.08858 -2.12300 -0.79426  0.14
H -6.61489 -0.17954 1.14512  0.30
H 4.40025 2.60187 1.09826  0.40
H -1.33073 1.33890 0.44896  0.42
H -4.74342 -1.15811 -2.19720  0.79

(3)
Density functional theory data (the ωB97M-V functional and the def2-TZVPD basis) for a molecular structure, C14H20N2Pt.

The net charge is +2. As for the electronic energy: -21053.047 eV. Its HOMO energy (spin up / spin down) is -16.1 / -16.2 eV. The calculation puts the relative energy (zero: lowest compared OMol25 entry of this formula, charge and spin) at 0.0 kcal/mol. The LUMO energy (spin up / spin down) is -6.843 / -9.704 eV. The spin multiplicity is 3. The calculation puts the orbital gap (spin up / spin down) at 9.21 / 6.46 eV.

Last column: Mulliken charge in e.
CARTESIAN COORDINATES (ANGSTROEM)
Pt -0.03036 -0.70565 -0.55171  0.63
N 0.16112 -0.16695 1.38931  -0.01
N 0.35768 -0.29527 3.53970  -0.01
C 0.22690 -1.01260 2.42501  0.67
C 1.32913 -0.20237 -2.48403  0.09
C -1.55501 -0.03240 -2.32202  0.62
C 0.50806 -1.36139 -2.59031  -0.37
C -0.73378 1.09569 -2.12308  -0.80
C 0.25424 1.13154 1.89615  -0.25
C 3.09590 -0.74427 -4.10210  -1.40
C 2.82298 -0.32294 -2.64638  0.75
C 0.38106 1.05516 3.23329  -0.57
C 3.58644 0.94195 -2.27941  -1.74
C -3.04780 0.03612 -2.25220  -1.43
C 0.66817 1.00770 -2.17759  -0.32
C 0.16708 -2.49388 2.39821  -1.20
C -0.89386 -1.28285 -2.50557  -0.67
H 0.97087 -2.33196 -2.71956  0.59
H 3.41141 1.25306 -1.24718  0.42
H 0.22278 1.99157 1.25220  0.42
H -0.69119 -2.85380 2.96610  0.35
H -3.38676 -0.11010 -1.22436  0.29
H -3.50042 -0.73928 -2.86691  0.42
H 0.42807 -0.68864 4.46726  0.22
H 2.72048 -0.00105 -4.80690  0.40
H -3.40328 1.01054 -2.58317  0.42
H 4.65373 0.75326 -2.38002  0.42
H 3.13829 -1.13523 -1.98328  0.31
H 0.48110 1.81426 3.98873  0.41
H -1.19913 2.04860 -1.90032  0.48
H 1.07490 -2.92442 2.82149  0.35
H 4.17193 -0.82561 -4.24874  0.42
H 0.07136 -2.87303 1.38031  0.27
H 2.65449 -1.71059 -4.34548  0.40
H 3.34369 1.77129 -2.94664  0.42
H -1.48278 -2.18735 -2.58791  0.52
H 1.26313 1.89383 -1.99988  0.50

(4)
Density functional theory data (the ωB97M-V functional and the def2-TZVPD basis) for a molecular structure, C14H21BBiI2MnO6S at a distorted geometry.

The net charge is +4. As for the electronic energy: -91965.013 eV. Its HOMO energy (spin up / spin down) is -21.8 / -21.8 eV. The LUMO energy (spin up / spin down) is -16.534 / -17.174 eV. The spin multiplicity is 5. The calculation puts the orbital gap (spin up / spin down) at 5.25 / 4.60 eV.

Last column: Mulliken charge in e.
CARTESIAN COORDINATES (ANGSTROEM)
Bi -0.82658 1.46784 -0.74795  0.88
I 0.61501 3.84764 -1.07373  0.33
I 0.38139 -3.33784 -1.07491  0.48
Mn -1.09743 -1.15787 -0.85280  0.32
S 0.22854 0.16240 -2.45814  -0.28
O -3.34471 2.84671 -2.46579  0.01
O 1.70480 -0.17405 1.41496  -0.55
O -3.23590 -2.04368 -2.69097  -0.08
O -2.41564 2.69973 1.83720  -0.03
O -0.39598 0.11850 2.37997  -0.42
O -2.67701 -2.18446 1.45796  -0.06
C 1.79808 -0.65320 2.79643  1.20
C 0.05587 -1.14202 -4.75117  -1.59
C -0.00236 -0.54019 4.70067  -1.68
C -1.86946 2.23502 0.89013  0.24
C -0.34658 0.23271 -4.23633  1.42
C 3.11085 -0.33614 3.45095  -1.63
C -2.08168 -1.69577 0.61142  0.42
C -2.41663 -1.64524 -1.98530  0.37
C -2.51229 2.29403 -1.86411  0.22
C 0.50338 1.33718 -4.84731  -1.60
C 0.57260 0.12701 3.48986  0.81
C 1.55756 -2.17663 2.77979  -1.37
C -1.83225 0.51217 -4.44076  -1.36
C 0.88026 1.61317 3.79289  -1.61
B 0.37346 0.13042 1.21455  1.32
H 1.56683 -2.57342 3.79405  0.44
H -0.03767 2.10829 4.12265  0.48
H 1.60488 1.67976 4.60427  0.45
H 3.07113 -0.64204 4.50819  0.38
H 1.57435 1.11260 -4.74720  0.46
H -0.35417 -1.55201 4.50533  0.43
H 3.91646 -0.88681 2.97174  0.47
H -0.16752 -1.19455 -5.82316  0.52
H -2.19009 -0.11191 -5.27573  0.37
H -2.44782 0.27884 -3.57092  0.15
H 0.26082 1.42476 -5.91022  0.50
H 1.13174 -1.31936 -4.60826  0.48
H 0.61168 -2.45485 2.29513  0.05
H 0.31273 2.30733 -4.36250  0.38
H -0.84840 0.02824 5.08060  0.49
H 2.36963 -2.66380 2.22449  0.45
H -1.99253 1.56467 -4.72203  0.37
H 1.26087 2.16443 2.92336  0.25
H 0.76029 -0.57812 5.49528  0.38
H -0.48427 -1.95494 -4.24390  0.32
H 3.35377 0.72542 3.41129  0.42